No. 1
Here is the molecule C6H6O at a distorted geometry from the OMol25 dataset. Energies are from the ωB97M-V functional and the def2-TZVPD basis.

Summary:
ΔE to the lowest compared entry with this formula, charge and spin, kJ/mol: 103.4
SMILES: Oc1ccccc1
F_max, eV/Å: 1.93
Frontier orbital gap, Ha: 0.356
DFT total energy, eV: -8365.434

CARTESIAN COORDINATES (ANGSTROEM)
O1 0.458663 -1.465931 -1.910048
C1 0.185871 -0.731763 -0.769179
C2 -1.014434 -0.010265 -0.768063
C3 -1.274187 0.918700 0.209303
C4 -0.275054 1.154439 1.161969
C5 0.979089 0.606622 1.028480
C6 1.119724 -0.559302 0.238561
H1 0.459953 -2.415743 -1.752122
H2 -1.761994 -0.482368 -1.402972
H3 -2.237408 1.381591 0.321631
H4 -0.432888 1.921010 1.909581
H5 1.942254 1.023385 1.310756
H6 1.850411 -1.340376 0.422103

Atoms 1-3, force components in eV/Å:
O -0.2769 -0.5932 0.2332
C -0.0261 0.3706 0.0990
C -0.1276 -1.1382 -0.1936

No. 2
Here is the molecule C7H9N at a distorted geometry from the OMol25 dataset. Energies are from the ωB97M-V functional and the def2-TZVPD basis.

Summary:
ΔE to the lowest compared entry with this formula, charge and spin, kJ/mol: 557.5
SMILES: C=Cc1[nH]ccc1C
F_max, eV/Å: 5.98
Frontier orbital gap, Ha: 0.186
DFT total energy, eV: -8889.378

CARTESIAN COORDINATES (ANGSTROEM)
C1 -1.356057 -2.165122 -1.293666
C2 -1.366999 -0.781460 -0.691744
C3 -0.318416 -0.069318 -0.274980
N1 0.906133 -0.929060 -0.481818
C4 2.023105 -0.398708 -0.009979
C5 1.700641 0.854954 0.628592
C6 0.341292 1.121832 0.442038
C7 -0.394269 2.168536 1.220480
H1 -1.624597 -2.204922 -2.350928
H2 -1.792084 -3.037753 -0.837201
H3 -2.513653 -0.638176 -0.753580
H4 0.600992 -1.775736 -0.934807
H5 3.007757 -0.896625 -0.169642
H6 2.517887 1.439149 1.065172
H7 -1.326498 2.535190 0.772268
H8 0.188650 3.092220 1.567570
H9 -0.593885 1.684999 2.102225

Atoms 1-3, force components in eV/Å:
C 2.3052 0.3244 -0.1068
C -5.1324 -2.0258 -1.6872
C 5.6803 -0.0509 1.8600

No. 3
Here is the molecule C3H7F3N2O at a distorted geometry from the OMol25 dataset. Energies are from the ωB97M-V functional and the def2-TZVPD basis.

Summary:
ΔE to the lowest compared entry with this formula, charge and spin, kJ/mol: 0.0
SMILES: CN[C@H](ON)C(F)(F)F
F_max, eV/Å: 4.06
Frontier orbital gap, Ha: 0.387
DFT total energy, eV: -16402.187

CARTESIAN COORDINATES (ANGSTROEM)
C1 1.825892 -1.136216 0.393706
N1 0.403642 -1.160348 0.252171
C2 -0.317939 -0.047151 -0.175097
O1 -0.220583 1.159422 0.567229
N2 -0.138014 2.296259 -0.337847
C3 -1.828569 -0.340352 -0.230175
F1 -2.091917 -1.377702 -0.967700
F2 -2.469317 0.682318 -0.679599
F3 -2.444744 -0.728444 0.896417
H1 2.234736 -0.228142 0.817903
H2 2.157794 -2.157294 0.709544
H3 2.274145 -1.122915 -0.696080
H4 -0.020106 -1.568032 1.010361
H5 -0.080677 0.328061 -1.284541
H6 0.893914 2.392030 -0.593480
H7 -0.178257 3.008500 0.317190

Atoms 1-3, force components in eV/Å:
C 1.4009 -0.8373 -3.7166
N 0.2352 0.9331 -1.1206
C -0.6385 1.5961 -2.8673

No. 4
Here is C26H44BrMnN3P2S as an isolated structure at a distorted geometry from the OMol25 dataset. Energies are from the ωB97M-V functional and the def2-TZVPD basis.

Summary:
Multiplicity: 6
ΔE to the lowest compared entry with this formula, charge and spin, kJ/mol: 331.7
F_max, eV/Å: 3.89
Frontier orbital gap (spin up / spin down), Ha: 0.243 / 0.235
Net charge: +2
DFT total energy, eV: -162906.624

CARTESIAN COORDINATES (ANGSTROEM)
N1 -5.130777 -1.197507 3.660063
C1 -4.346617 -0.222248 4.129765
C2 -4.081099 0.943312 3.403080
C3 -4.561338 1.041026 2.071579
C4 -5.430321 0.023231 1.607570
C5 -5.711961 -1.055829 2.460622
C6 -4.064622 2.097168 1.235762
Mn1 0.424272 0.886253 -0.863148
P1 3.058153 0.415804 -1.968446
C7 -4.223559 2.168408 -0.128218
C8 -3.046034 2.455413 -0.915287
C9 -2.752237 1.787437 -2.138502
C10 -1.462725 1.738846 -2.627695
C11 -0.416682 2.365810 -1.871583
C12 -0.712811 3.207498 -0.747904
C13 -2.011602 3.215818 -0.278603
Br1 1.194562 2.952217 -3.055807
H1 -3.518184 2.857362 1.775302
H2 -5.156999 1.898222 -0.631196
H3 -3.448938 1.724233 3.831629
H4 -5.863919 0.060206 0.610432
H5 -3.914016 -0.374815 5.127081
H6 -6.424689 -1.835356 2.161710
H7 -3.538735 1.234206 -2.651765
H8 -2.231921 3.739717 0.663154
H9 -1.217761 1.416523 -3.632096
H10 0.019856 3.955403 -0.413223
P2 -0.225850 -1.810947 -0.893076
C14 3.528278 2.071597 -1.189078
C15 4.460459 3.041998 -1.887462
H11 3.883637 1.818101 -0.178036
H12 2.576271 2.610943 -1.034510
H13 4.548936 3.923638 -1.236777
H14 5.476329 2.665467 -2.043251
H15 4.053996 3.404451 -2.838953
C16 2.810538 0.232153 -3.801995
C17 3.964728 0.541139 -4.716923
H16 1.974701 0.912098 -4.041104
H17 2.437241 -0.791114 -3.969769
H18 3.556094 0.793600 -5.701052
H19 4.556657 1.397384 -4.382698
H20 4.620996 -0.322175 -4.859475
C18 4.571736 -0.597299 -1.657539
C19 5.946114 0.022050 -1.855475
H21 4.449890 -1.497203 -2.283424
H22 4.462854 -0.910909 -0.606607
H23 6.678500 -0.768828 -1.675796
H24 6.121064 0.402230 -2.865733
H25 6.151389 0.814546 -1.134557
C20 0.655614 -3.139645 0.043250
C21 2.163222 -3.216733 -0.179684
H26 0.181017 -4.102687 -0.209466
H27 0.461736 -2.968736 1.113423
H28 2.533934 -4.207647 0.116624
H29 2.448179 -3.058705 -1.224940
H30 2.695821 -2.476892 0.429954
C22 -0.245877 -2.560629 -2.586691
C23 -1.288427 -1.953765 -3.530377
H31 -0.417232 -3.646789 -2.464979
H32 0.771282 -2.430974 -2.995833
H33 -1.241285 -2.459614 -4.504835
H34 -2.311216 -2.070112 -3.149115
H35 -1.112473 -0.881328 -3.693266
C24 -2.005800 -2.077363 -0.422112
C25 -2.325039 -2.483432 1.014724
H36 -2.434023 -2.816839 -1.120969
H37 -2.487547 -1.108583 -0.643660
H38 -3.397200 -2.709839 1.105698
H39 -1.774471 -3.380936 1.333430
H40 -2.113850 -1.672096 1.726240
N2 -0.386096 1.108836 2.938054
C26 0.207014 0.029626 2.415356
N3 -0.115747 -1.175284 2.912208
S1 1.440127 0.242556 1.229266
H41 -1.197988 1.040520 3.548936
H42 -0.110959 2.013233 2.581709
H43 0.311603 -2.034347 2.574661
H44 -0.899870 -1.263774 3.568606

Atoms 1-3, force components in eV/Å:
N -0.0951 0.0878 -0.0230
C -0.1671 0.1693 -0.3709
C 0.0366 -0.4774 -0.5432

No. 5
Here is a 3-piece molecular cluster, C4H14NO3 overall at a distorted geometry from the OMol25 dataset. Energies are from the ωB97M-V functional and the def2-TZVPD basis.

Summary:
ΔE to the lowest compared entry with this formula, charge and spin, kJ/mol: 220.0
F_max, eV/Å: 4.70
Frontier orbital gap, Ha: 0.292
Net charge: -1
DFT total energy, eV: -12006.617

CARTESIAN COORDINATES (ANGSTROEM)
C1 0.571612 -0.476345 1.018522
N1 1.938444 -0.000968 0.723362
C2 1.952343 1.427939 0.402048
O1 0.899631 1.688824 -0.429735
C3 0.003601 -1.662454 0.072778
C4 -0.282751 -1.431362 -1.421453
H1 -0.241062 0.233515 0.876177
H2 0.665368 -0.911620 2.024100
H3 2.529004 -0.472276 0.090265
H4 2.936688 1.703141 -0.023387
H5 1.678311 1.955732 1.383881
H6 0.687592 -2.467988 0.263437
H7 -0.939080 -2.036067 0.596998
H8 -0.951787 -0.540230 -1.455094
H9 -0.523705 -2.385592 -1.881553
H10 0.624373 -1.003402 -1.945243
H11 -2.090619 -0.328857 0.332269
H12 -2.802898 0.789116 -0.262092
O2 -2.949908 -0.133799 -0.274466
H13 -0.416861 1.729465 -0.172623
H14 -1.774357 2.583729 -0.037454
O3 -1.513937 1.739499 0.119265

Atoms 1-3, force components in eV/Å:
C 0.1857 -2.2251 -1.6724
N -0.2878 1.0354 1.2716
C -2.8544 0.0749 0.9266